Entry 1:
Density functional theory data (wB97M-V/def2-TZVPD) for a molecular structure, C14H38O6V.

Last column: Mulliken spin population.
Cartesian coordinates (Å):
1 V 13.399 -14.019 -19.509  2.92
2 C 13.024 -17.819 -18.797  0.01
3 C 12.916 -16.849 -17.621  0.00
4 C 13.989 -17.110 -16.557  0.00
5 O 12.925 -15.521 -17.999  0.01
6 H 13.111 -18.852 -18.443  0.00
7 H 13.943 -17.676 -19.382  0.00
8 H 12.189 -17.748 -19.495  0.00
9 H 11.931 -17.064 -17.164  0.00
10 H 13.620 -16.668 -15.629  0.00
11 H 14.918 -16.587 -16.795  0.00
12 H 14.212 -18.171 -16.420  0.00
13 C 15.282 -11.086 -21.938  0.00
14 C 14.209 -12.095 -22.339  0.00
15 C 14.808 -13.140 -23.284  0.00
16 O 13.633 -12.676 -21.195  0.03
17 H 15.826 -10.771 -22.833  0.00
18 H 15.951 -11.562 -21.218  0.00
19 H 14.893 -10.205 -21.422  0.00
20 H 13.313 -11.656 -22.799  0.00
21 H 13.996 -13.758 -23.671  0.00
22 H 15.633 -13.681 -22.820  0.00
23 H 15.223 -12.645 -24.171  0.00
24 C 10.548 -11.054 -19.375  0.00
25 C 10.674 -11.970 -18.180  0.00
26 O 11.859 -12.762 -18.303  0.00
27 H 9.679 -10.392 -19.321  0.00
28 H 10.356 -11.657 -20.265  0.00
29 H 11.393 -10.380 -19.492  0.00
30 H 9.804 -12.621 -18.058  0.00
31 H 10.765 -11.346 -17.280  0.00
32 H 11.931 -13.240 -17.461  0.00
33 C 11.562 -16.209 -22.677  0.00
34 C 11.414 -14.894 -21.931  0.01
35 O 11.850 -15.069 -20.586  0.00
36 H 11.341 -16.158 -23.743  0.00
37 H 10.915 -16.993 -22.269  0.00
38 H 12.575 -16.585 -22.524  0.00
39 H 10.394 -14.493 -21.965  0.00
40 H 11.953 -14.085 -22.422  0.00
41 H 11.222 -15.660 -20.158  0.01
42 C 17.491 -15.195 -20.366  0.00
43 C 16.245 -15.716 -19.701  0.01
44 O 15.057 -15.250 -20.385  -0.01
45 H 17.491 -14.111 -20.458  0.00
46 H 17.677 -15.644 -21.347  0.00
47 H 18.383 -15.465 -19.789  0.00
48 H 16.173 -15.229 -18.727  0.00
49 H 16.179 -16.802 -19.630  0.00
50 H 14.976 -15.765 -21.196  0.00
51 C 14.431 -10.695 -17.846  0.01
52 C 15.491 -11.743 -18.188  0.01
53 O 14.936 -13.086 -18.073  0.00
54 H 14.898 -9.767 -17.500  0.00
55 H 13.858 -11.063 -16.994  0.00
56 H 13.761 -10.437 -18.661  0.00
57 H 16.296 -11.648 -17.460  0.00
58 H 15.813 -11.649 -19.220  0.00
59 H 15.139 -13.401 -17.188  0.01

E   -53106.350 eV
Relative energy (zero: lowest compared OMol25 entry of this formula, charge and spin)   47.32 kJ/mol
⟨S²⟩   3.75
Max |F|   2.04 eV Å⁻¹
Multiplicity   4
Gap between HOMO and LUMO (spin up / spin down)   6.7 / 7.9 eV

=====

Entry 2:
Density functional theory data (wB97M-V/def2-TZVPD) for 8 unconnected molecules or ions with the total composition C14H39BF4NO6.

Last column: Löwdin charge in e.
Cartesian coordinates (Å):
1 B 0.024 0.912 -0.426  -1.45
2 F 0.696 0.595 -1.595  0.15
3 F -1.104 0.167 -0.423  0.18
4 F 0.713 0.482 0.592  0.23
5 F -0.234 2.283 -0.384  0.14
6 C 1.575 2.309 3.842  -0.08
7 C 1.536 1.549 5.161  -0.29
8 N 1.483 1.060 6.186  0.10
9 H 2.628 2.751 3.741  0.08
10 H 1.481 1.473 2.993  0.10
11 H 0.887 3.163 3.657  0.08
12 C -4.093 3.301 -3.030  -0.09
13 C -3.211 2.650 -2.048  -0.32
14 O -1.939 3.395 -2.040  -0.17
15 H -5.026 2.568 -2.947  0.12
16 H -3.628 3.334 -4.033  0.09
17 H -4.348 4.219 -2.809  0.00
18 H -3.086 1.603 -2.186  0.09
19 H -3.492 2.831 -1.093  0.07
20 H -1.170 3.147 -1.304  0.12
21 C 0.850 -4.343 -1.558  -0.07
22 C 0.740 -2.872 -1.111  -0.30
23 O 1.607 -2.100 -1.931  -0.08
24 H -0.023 -4.754 -1.036  0.06
25 H 1.796 -4.858 -1.382  0.07
26 H 0.426 -4.551 -2.570  0.08
27 H 0.899 -2.739 -0.170  0.03
28 H -0.304 -2.447 -1.173  0.12
29 H 1.247 -1.180 -1.825  0.07
30 C -2.740 -1.536 3.509  -0.04
31 C -1.836 -0.680 2.629  -0.31
32 O -1.051 -1.455 1.791  -0.01
33 H -2.244 -2.010 4.303  0.04
34 H -3.467 -2.152 2.971  0.07
35 H -3.293 -0.643 4.080  0.12
36 H -1.179 -0.058 3.038  0.08
37 H -2.316 -0.181 2.038  0.02
38 H -0.764 -0.927 1.147  -0.04
39 C 3.720 3.569 0.371  -0.09
40 C 4.003 2.533 -0.808  -0.36
41 O 3.007 2.641 -1.718  -0.13
42 H 2.782 3.555 0.915  0.04
43 H 4.089 4.568 0.008  0.06
44 H 4.642 3.227 1.142  0.12
45 H 4.096 1.608 -0.613  0.01
46 H 4.874 3.209 -1.186  0.13
47 H 1.985 2.519 -1.211  0.20
48 C 4.606 -2.205 0.882  -0.07
49 C 3.761 -0.934 0.961  -0.34
50 O 2.636 -1.052 1.761  -0.05
51 H 4.857 -2.441 1.885  0.06
52 H 5.442 -2.148 0.106  0.11
53 H 4.014 -2.972 0.558  0.03
54 H 3.632 -0.826 0.003  0.04
55 H 4.329 -0.020 1.446  0.14
56 H 1.918 -0.641 1.302  0.03
57 C -4.668 -2.799 -2.615  -0.09
58 C -3.926 -1.534 -2.154  -0.40
59 O -2.571 -1.746 -2.253  -0.06
60 H -4.094 -3.530 -2.161  0.04
61 H -4.616 -2.817 -3.833  0.14
62 H -5.532 -2.661 -2.167  0.00
63 H -4.432 -1.369 -1.122  0.13
64 H -4.462 -0.710 -2.662  0.10
65 H -2.153 -1.303 -1.441  0.10

Total charge   -1
E   -40471.288 eV
Relative energy (zero: lowest compared OMol25 entry of this formula, charge and spin)   234.17 kJ/mol
Max |F|   10.59 eV Å⁻¹
Multiplicity   1
Gap between HOMO and LUMO   9.6 eV